[1]
ORCA calculation (ωB97M-V/def2-TZVPD) on a molecular structure, C7H11NO2 at a distorted geometry.

Results
- E_HOMO (eV) = -8.379
- max |F| (eV Å⁻¹) = 5.16
- ΔE to the lowest compared entry with this formula, charge and spin (kJ/mol) = 563.32

```
21
Properties=species:S:1:pos:R:3:forces:R:3
C -0.7703 0.5165 -2.5647 -0.300 -0.087 0.604
C -0.1899 1.9990 0.8656 0.487 -0.361 0.524
C -1.0172 0.9005 0.2824 -2.302 1.727 -4.283
O -0.2361 0.3646 -1.2469 0.312 1.510 1.729
O -2.1904 0.8211 0.2269 1.705 -0.910 0.872
H -1.8590 0.4406 -2.5519 -0.050 0.430 -0.035
H -0.4449 -0.3079 -3.2009 0.237 -0.312 0.418
H -0.3660 1.4303 -2.9999 -0.392 0.183 0.082
H -0.6481 2.9488 0.5896 -0.363 -0.247 -0.204
H 0.8229 2.0193 0.4839 0.013 -0.268 0.254
H -0.2580 1.9219 1.9514 0.324 0.005 -0.009
C 1.6705 -0.4590 0.9774 0.412 -0.190 0.093
C 0.3969 -1.2174 0.6972 0.838 -0.214 -0.631
C -0.1383 -1.9934 1.6651 0.071 -0.362 -1.625
C 0.0680 -1.3573 -0.7823 -1.732 -2.938 1.622
N -0.3148 -2.2290 -1.4884 0.860 1.167 0.096
H 1.9275 0.2254 0.1699 -0.108 0.015 0.099
H 1.6064 0.0735 1.9279 0.138 0.026 -0.108
H 2.4994 -1.1653 1.0427 0.074 -0.045 0.058
H -1.0358 -2.5664 1.4809 -0.057 -0.017 -0.175
H 0.4771 -2.3658 2.4741 -0.167 0.889 0.618
```
Positions in Å, forces in eV/Å.

[2]
ORCA calculation (ωB97M-V/def2-TZVPD) on a gas-phase ion, C6H17N2 (charge +1) at a distorted geometry.

Results
- charge = +1
- E_HOMO (eV) = -13.398
- max |F| (eV Å⁻¹) = 3.54
- ΔE to the lowest compared entry with this formula, charge and spin (kJ/mol) = 151.70

```
25
Properties=species:S:1:pos:R:3:forces:R:3
C -1.5072 -0.6139 0.5709 1.593 0.227 0.544
N -1.5571 0.4149 -0.4414 -0.599 0.597 0.021
C -1.7373 0.0653 -1.9098 -0.052 -0.156 2.910
C -0.8591 0.9744 -2.7024 -0.460 -0.174 -2.310
C 0.0102 -1.0211 0.6999 -0.315 -3.416 0.860
N 0.9342 0.1048 0.3871 -1.309 -0.272 -2.102
C 1.8261 0.6290 1.4391 0.286 -1.054 1.356
C 2.6606 -0.5715 1.9799 -1.050 0.219 -0.018
H -2.0765 -1.5471 0.4543 -0.105 0.458 -0.233
H -1.7710 -0.1319 1.5103 -0.329 -0.194 0.103
H -2.1140 1.2119 -0.1095 0.102 -0.630 -0.666
H -2.8250 0.1608 -2.1441 0.944 -0.275 -0.124
H -1.3950 -0.9956 -1.9375 -0.509 0.682 -0.533
H 0.2099 0.6802 -2.7981 -0.884 -0.044 -0.154
H -0.8871 2.0239 -2.4992 -0.119 0.628 1.141
H -1.4187 1.0232 -3.6593 1.214 -0.406 -0.334
H 0.1845 -1.9819 0.1353 0.178 1.595 -0.916
H 0.2757 -1.5816 1.6187 -0.410 1.451 0.424
H 0.1577 0.8047 0.1065 0.724 -0.369 -0.554
H 1.4068 -0.2094 -0.5031 -0.156 0.997 1.265
H 2.5012 1.4108 1.0703 -0.466 -0.235 -0.332
H 1.1501 1.0913 2.2111 0.786 -0.550 -0.600
H 3.0026 -1.2446 1.1908 0.461 0.564 -0.308
H 2.0552 -1.2696 2.5695 0.096 0.568 0.367
H 3.4705 -0.1757 2.5682 0.383 -0.211 0.190
```
Positions in Å, forces in eV/Å.